Entry 1:
DFT (ωB97M-V/def2-TZVPD) results for a structure of composition C25H48Cl3N4NiO3SSi at a distorted geometry.

Output
Total energy (eV): -136135.1431
Net charge: -1
Frontier orbital gap (spin up / spin down) (eV): 6.90 / 7.05
Spin multiplicity: 3
Highest occupied orbital energy (spin up / spin down) (Eh): -0.1614 / -0.1671

Structure (XYZ):
```
86
Properties=species:S:1:pos:R:3:lowdin_spin:R:1
C -1.367 -1.924 -3.009 0.00
C -0.949 -2.975 -2.042 0.00
H -1.092 -2.188 -4.032 0.00
H -0.920 -0.949 -2.753 0.00
H -2.456 -1.783 -2.991 0.00
C -0.395 -4.157 -2.358 0.00
C -0.287 -4.733 -3.726 0.00
H -0.034 -4.815 -1.565 0.00
H -0.505 -4.022 -4.531 0.00
H -0.976 -5.584 -3.848 0.00
H 0.721 -5.140 -3.880 0.00
Ni -0.858 0.083 0.160 1.68
Cl -2.748 1.189 0.526 0.07
Cl -0.157 1.291 -1.578 0.06
H 0.544 5.109 3.640 0.00
H -1.536 5.661 2.329 0.00
C 1.005 4.706 2.731 0.00
C -1.048 5.265 1.428 0.00
N -0.022 4.303 1.789 0.00
H 1.616 3.833 2.969 0.00
C -0.125 3.007 1.445 0.00
O 0.487 2.089 1.997 0.00
H -1.794 4.765 0.798 0.00
H -0.807 2.824 0.592 0.00
H 1.628 5.484 2.277 0.00
H -0.607 6.101 0.872 0.00
H 1.474 -1.499 -2.976 0.00
H 2.139 -3.796 -1.831 0.00
C 2.328 -1.025 -2.478 0.00
C 3.044 -3.216 -1.596 0.00
N 2.724 -1.825 -1.347 0.00
H 2.044 -0.026 -2.140 0.00
C 2.963 -1.262 -0.132 0.00
O 2.797 -0.076 0.140 0.00
H 3.511 -3.637 -0.697 0.00
H 3.363 -2.003 0.598 0.00
H 3.155 -0.968 -3.200 0.00
H 3.738 -3.309 -2.443 0.00
O -0.240 -1.669 -0.261 0.09
C -1.207 -2.605 -0.599 0.01
C 0.076 -4.168 0.897 0.00
C -1.148 -3.726 0.413 0.00
H 0.992 -3.687 0.549 0.00
C 0.110 -5.198 1.839 0.00
H -2.234 -2.190 -0.573 0.00
C -2.345 -4.289 0.856 0.00
H 1.073 -5.516 2.238 0.00
C -1.083 -5.801 2.252 0.00
C -2.314 -5.354 1.757 0.00
H -3.276 -3.875 0.459 0.00
H -1.059 -6.623 2.969 0.00
H -3.250 -5.822 2.068 0.00
Si -0.431 4.571 -5.115 0.00
Cl -0.704 2.947 -6.395 0.00
C 1.402 4.650 -4.747 0.00
C -1.495 4.207 -3.630 0.00
C -0.964 6.122 -6.031 0.00
H 1.746 3.706 -4.306 0.00
H 1.619 5.462 -4.041 0.00
H 1.976 4.833 -5.665 0.00
H -0.332 6.301 -6.912 0.00
H -0.884 7.001 -5.377 0.00
H -2.005 6.046 -6.372 0.00
H -1.168 3.292 -3.114 0.00
H -2.540 4.075 -3.938 0.00
H -1.455 5.035 -2.911 0.00
C -2.440 -0.107 3.400 0.00
N -1.200 -0.043 4.138 0.01
C -1.323 0.230 5.561 0.00
C -0.052 -0.378 3.534 0.01
S -0.158 -1.155 1.993 0.05
N 1.174 -0.092 4.023 0.01
C 1.596 -0.191 5.414 0.00
C 2.311 -0.194 3.120 0.00
H -3.230 0.321 4.021 0.00
H -2.690 -1.127 3.077 0.00
H -2.354 0.548 2.510 0.00
H -0.979 -0.626 6.154 0.00
H -0.804 1.154 5.837 0.00
H -2.387 0.361 5.772 0.00
H 1.998 -1.193 5.636 0.00
H 2.410 0.533 5.547 0.00
H 0.809 0.051 6.119 0.00
H 2.643 -1.235 3.001 0.00
H 2.083 0.235 2.143 0.00
H 3.133 0.383 3.552 0.00
```

---

Entry 2:
DFT (ωB97M-V/def2-TZVPD) results for a cluster of 9 separate species, C25H48ClNO34S8 in total at a distorted geometry.

Output
Total energy (eV): -197004.8260
Net charge: 0
Frontier orbital gap (eV): 7.25
Highest occupied orbital energy (Eh): -0.2630

Structure (XYZ):
```
117
Properties=species:S:1:pos:R:3:lowdin_charge:R:1
C 2.768 0.899 -2.136 -0.11
C 2.650 2.428 -1.967 -0.65
Cl 2.159 2.787 -0.271 0.71
C 1.854 3.218 -3.004 -0.17
C 0.386 2.901 -3.345 -0.25
C 0.190 1.613 -4.191 -0.12
C -0.678 0.530 -3.546 -0.11
N -0.549 0.464 -2.065 0.06
C -0.847 1.767 -1.350 -0.09
C -0.660 2.991 -2.224 -0.20
C -0.555 4.282 -1.367 -0.73
O -0.300 5.317 -2.024 -0.04
O -0.757 4.160 -0.167 -0.05
H 2.480 0.381 -1.218 0.05
H 3.814 0.625 -2.298 0.08
H 2.207 0.491 -2.974 0.05
H 3.669 2.815 -2.010 0.08
H 2.426 3.171 -3.941 0.13
H 1.891 4.272 -2.712 0.11
H 0.080 3.701 -4.021 0.12
H -0.327 1.884 -5.117 0.12
H 1.148 1.211 -4.524 0.10
H -0.345 -0.438 -3.933 0.13
H -1.731 0.603 -3.813 0.14
H -1.245 -0.212 -1.734 0.10
H 0.345 0.063 -1.782 0.13
H -1.900 1.721 -1.065 0.12
H -0.291 1.789 -0.419 0.08
H -1.610 3.131 -2.759 0.14
O -2.186 -1.269 -0.393 -0.23
S -1.176 -1.417 0.610 0.60
O 0.002 -0.622 0.548 -0.21
O -0.774 -2.940 0.685 -0.20
C -0.949 -3.438 2.030 -0.14
C -2.080 -2.597 2.580 -0.15
O -1.827 -1.275 2.035 -0.16
H -0.019 -3.279 2.575 0.14
H -1.177 -4.497 2.009 0.13
H -2.091 -2.556 3.663 0.14
H -3.045 -2.934 2.219 0.11
O -3.983 -7.068 3.450 -0.20
S -4.571 -5.794 3.254 0.60
O -3.851 -4.594 3.518 -0.23
O -5.960 -5.757 4.037 -0.20
C -7.038 -5.445 3.136 -0.14
C -6.572 -5.991 1.802 -0.15
O -5.162 -5.704 1.780 -0.18
H -7.161 -4.362 3.109 0.14
H -7.957 -5.907 3.487 0.14
H -7.060 -5.517 0.957 0.14
H -6.702 -7.073 1.741 0.14
O 0.904 -4.606 -1.860 -0.22
S 1.540 -4.769 -0.601 0.59
O 0.814 -5.198 0.543 -0.22
O 2.329 -3.428 -0.267 -0.19
C 3.725 -3.713 -0.041 -0.15
C 3.998 -4.937 -0.888 -0.15
O 2.796 -5.729 -0.754 -0.18
H 3.867 -3.920 1.021 0.14
H 4.327 -2.856 -0.326 0.12
H 4.867 -5.496 -0.547 0.10
H 4.118 -4.675 -1.942 0.14
O -3.672 3.471 -1.070 -0.22
S -3.810 4.414 -0.010 0.63
O -2.728 4.814 0.788 -0.19
O -5.036 3.899 0.913 -0.19
C -6.052 4.899 0.993 -0.18
C -5.955 5.643 -0.323 -0.18
O -4.554 5.719 -0.585 -0.18
H -5.833 5.553 1.840 0.13
H -7.022 4.430 1.136 0.13
H -6.377 6.643 -0.277 0.13
H -6.431 5.082 -1.131 0.13
O 6.719 -5.444 0.204 -0.23
S 7.525 -4.271 0.197 0.60
O 6.921 -2.992 0.085 -0.21
O 8.645 -4.442 -0.917 -0.18
C 9.955 -4.289 -0.340 -0.15
C 9.785 -4.763 1.088 -0.15
O 8.485 -4.272 1.462 -0.18
H 10.231 -3.235 -0.388 0.14
H 10.675 -4.880 -0.898 0.14
H 10.539 -4.365 1.760 0.14
H 9.773 -5.852 1.154 0.14
O -9.056 -6.056 6.639 -0.23
S -8.515 -6.145 7.950 0.60
O -9.328 -6.475 9.062 -0.21
O -7.716 -4.792 8.247 -0.19
C -6.349 -5.077 8.578 -0.15
C -6.048 -6.356 7.828 -0.16
O -7.254 -7.125 7.935 -0.18
H -6.273 -5.215 9.658 0.13
H -5.713 -4.250 8.274 0.14
H -5.213 -6.904 8.254 0.14
H -5.859 -6.165 6.769 0.12
O 7.593 6.873 0.141 -0.22
S 6.843 5.678 -0.021 0.59
O 7.465 4.479 -0.460 -0.23
O 5.581 5.995 -0.937 -0.19
C 4.362 5.648 -0.249 -0.16
C 4.694 5.836 1.213 -0.15
O 6.048 5.363 1.326 -0.19
H 4.120 4.610 -0.467 0.07
H 3.549 6.287 -0.582 0.14
H 4.044 5.264 1.867 0.14
H 4.672 6.889 1.501 0.13
O 2.209 5.371 -7.594 -0.23
S 2.126 6.366 -6.584 0.59
O 3.268 6.791 -5.859 -0.22
O 0.972 5.946 -5.564 -0.20
C -0.021 6.978 -5.472 -0.15
C 0.013 7.644 -6.832 -0.16
O 1.405 7.661 -7.183 -0.19
H 0.267 7.661 -4.673 0.14
H -0.987 6.539 -5.238 0.14
H -0.377 8.658 -6.816 0.13
H -0.523 7.057 -7.582 0.13
```

---

Entry 3:
DFT (ωB97M-V/def2-TZVPD) results for a structure of composition C25H48ClNO3P2STi at a distorted geometry.

Output
Total energy (eV): -99385.4206
Net charge: -1
Frontier orbital gap (spin up / spin down) (eV): 4.19 / 5.45
Spin multiplicity: 2
Highest occupied orbital energy (spin up / spin down) (Eh): -0.0692 / -0.1156

Structure (XYZ):
```
82
Properties=species:S:1:pos:R:3:lowdin_spin:R:1
Ti 0.474 0.607 0.134 0.02
Cl 2.090 -0.563 -1.075 0.00
P 1.331 2.771 -0.774 0.00
C 2.187 2.875 -2.376 0.00
C -0.055 3.949 -0.627 0.00
C 2.535 2.780 0.614 0.00
C 1.525 1.985 -3.443 0.00
H 3.187 2.473 -2.146 0.00
C 2.288 4.324 -2.829 0.00
H 1.302 4.727 -3.094 0.00
H 2.916 4.361 -3.727 0.00
H 2.742 4.978 -2.076 0.00
H 1.605 0.927 -3.174 0.00
H 2.026 2.128 -4.407 0.00
H 0.461 2.225 -3.572 0.00
H 3.234 1.957 0.381 0.00
C 1.962 2.519 2.016 0.00
C 3.329 4.104 0.585 0.00
H 3.929 4.206 -0.326 0.00
H 4.020 4.141 1.437 0.00
H 2.661 4.972 0.668 0.00
H 1.024 1.932 2.054 0.00
H 1.771 3.462 2.547 0.00
H 2.699 1.952 2.605 0.00
C -1.145 3.551 -1.633 0.00
H 0.387 4.914 -0.920 0.00
C -0.610 4.063 0.796 0.00
H -0.815 3.667 -2.673 0.00
H -2.032 4.175 -1.474 0.00
H -1.465 2.504 -1.499 0.00
H -0.903 3.095 1.235 0.00
H -1.522 4.674 0.771 0.00
H 0.098 4.533 1.490 0.00
H 0.532 1.584 -1.325 0.00
H 1.383 -0.004 1.292 0.00
P 0.552 -3.556 -0.068 0.00
C 2.181 -3.872 0.699 0.00
C -0.926 -4.222 0.798 0.00
C 0.583 -3.689 -1.890 0.00
C 2.566 -2.888 1.826 0.00
H 2.900 -3.711 -0.130 0.00
C 2.177 -5.341 1.131 0.00
H 1.527 -5.486 2.008 0.00
H 3.201 -5.624 1.405 0.00
H 1.848 -6.002 0.314 0.00
H 2.796 -1.894 1.422 0.00
H 3.464 -3.268 2.330 0.00
H 1.771 -2.779 2.578 0.00
H 1.550 -3.215 -2.149 0.00
C -0.510 -2.902 -2.645 0.00
C 0.614 -5.191 -2.181 0.00
H 1.564 -5.635 -1.850 0.00
H 0.524 -5.351 -3.262 0.00
H -0.223 -5.708 -1.681 0.00
H -0.829 -1.992 -2.114 0.00
H -1.383 -3.534 -2.859 0.00
H -0.096 -2.586 -3.615 0.00
C -0.929 -3.777 2.275 0.00
H -0.791 -5.319 0.725 0.00
C -2.227 -3.796 0.095 0.00
H -0.080 -4.185 2.842 0.00
H -1.853 -4.145 2.739 0.00
H -0.929 -2.681 2.355 0.00
H -2.335 -2.702 0.126 0.00
H -3.069 -4.240 0.641 0.00
H -2.278 -4.140 -0.948 0.00
O -1.330 0.305 -0.848 0.09
C -1.932 0.318 0.307 0.19
N -1.095 0.159 1.361 0.06
S -1.778 0.459 2.873 0.03
O -1.799 -0.781 3.607 0.01
O -1.099 1.630 3.381 0.02
C -3.316 0.848 2.086 0.14
C -4.383 1.470 2.722 0.00
C -5.467 1.898 1.945 0.16
C -5.433 1.726 0.553 0.03
C -4.350 1.125 -0.084 0.09
C -3.274 0.660 0.704 0.14
H -4.352 1.611 3.796 0.00
H -6.326 2.369 2.425 0.01
H -6.281 2.087 -0.035 0.00
H -4.298 1.000 -1.164 0.01
```